The following is a quantum chemistry calculation of C3H5N3 in the gas phase in a non-equilibrium geometry, from the Open Molecules 2025 dataset.

Properties
* LUMO energy: 0.63 eV
* E_HOMO: -9.523 eV
* E_tot: -7661.427 eV
* spin multiplicity: 1
* SMILES string: [H]/N=C(\C#N)NC

XYZ file:
```
11
Properties=species:S:1:pos:R:3:mulliken_charge:R:1
H -0.25055 -2.57055 -1.27859 0.234
N -0.60988 -1.95348 -0.56623 -0.681
C -0.00492 -0.83410 -0.43858 0.641
C 1.01710 -0.30608 -1.34710 0.086
N 1.80006 0.06840 -2.11318 -0.348
N -0.32447 -0.10914 0.66859 -0.282
C -0.18122 1.30701 0.93317 -0.741
H -1.06145 -0.65525 1.10171 0.259
H 0.68308 1.70453 0.39348 0.306
H -1.06644 1.88804 0.64417 0.268
H -0.00132 1.46062 2.00255 0.257
```